{"formula": "C4H5NO", "method": "wB97M-V/def2-TZVPD", "species": ["O", "C", "C", "C", "C", "N", "H", "H", "H", "H", "H"], "xyz": [[-0.433, -0.118, 2.182], [-0.226, -0.018, 0.842], [-1.054, 0.214, -0.226], [-0.221, 0.196, -1.389], [1.065, -0.031, -0.983], [1.050, -0.168, 0.391], [-1.346, -0.396, 2.322], [-2.121, 0.392, -0.184], [-0.546, 0.336, -2.411], [1.985, -0.126, -1.540], [1.847, -0.282, 0.995]], "atomic_forces_ev_per_a": [[-0.175, -0.036, -0.005], [0.090, 0.001, -0.265], [-0.015, -0.015, 0.108], [0.085, -0.009, -0.053], [-0.015, 0.012, -0.094], [-0.066, 0.047, 0.104], [0.112, 0.085, 0.043], [0.167, -0.061, 0.006], [0.064, -0.024, 0.173], [-0.153, 0.058, 0.082], [-0.095, -0.058, -0.098]], "molar_mass_g_mol": 83.09, "smiles": "Oc1ccc[nH]1", "total_charge": 0, "e_above_lowest_kj_mol": 31.5, "orbital_gap_ev": 8.643, "lumo_energy_ev": 0.834, "e_homo_ev": -7.809, "multiplicity": 1}